1.
DFT (ωB97M-V/def2-TZVPD) results for a cluster of 3 separate species, C25H46F3IN4O7P in total at a distorted geometry.

Summary:
- total energy (eV) = -72487.3975
- M (g mol⁻¹) = 729.54
- charge = +1
- LUMO energy (eV) = -3.999
- Kohn-Sham gap (eV) = 6.7

Element x y z (Å)
I 1.8738 3.8280 -5.1762
P 1.2284 2.6422 -3.1140
F 7.7886 0.8669 -2.9012
F 5.7984 0.7521 -1.6762
F 6.3564 2.6753 -2.9330
O -3.9117 6.8637 0.7082
O 0.2673 -4.8353 0.9471
O -0.3776 -3.3446 3.5198
O -3.4772 3.9074 1.3392
O -1.7388 -5.9765 2.9480
O -0.5017 2.4481 -3.2724
O -4.4898 5.7647 3.4860
N 1.9126 -1.4453 -2.5942
N 1.8390 0.9662 -3.0822
N 3.0083 -1.1099 -3.3425
N -0.0560 -0.0435 -1.6094
C 5.0689 -3.4728 -1.9608
C -5.1511 6.3554 1.2027
C 3.0399 0.3229 -3.6666
C 1.2130 -0.1742 -2.4161
C 0.5100 -5.7543 2.0171
C 1.4519 -3.9053 -3.1633
C 0.7704 -2.9721 4.2621
C 4.0655 -4.1633 -2.4889
C -0.7368 -3.8395 1.1499
C 1.6964 0.0229 0.3610
C 4.1994 1.0974 -4.5153
C 1.4490 -2.7530 -2.0330
C -2.5324 4.7633 0.7084
C 0.3912 0.5361 -0.4499
C -0.4399 -2.7893 2.2129
C -2.7126 6.2213 1.1450
C 2.7687 -4.8456 -3.1693
C 5.6944 0.5263 -4.1723
C -5.4025 6.5238 2.7006
C -3.8644 6.4940 4.5272
C 6.3746 1.2346 -2.8999
C -0.3964 1.8247 0.1065
C -4.1235 3.0047 0.4590
C -3.0035 -6.3130 2.4037
C -0.6491 -6.6894 2.3769
H 1.0243 -3.8017 4.9261
H -5.9275 6.9230 0.6785
H -5.3567 7.5940 2.9552
H 2.0757 -1.0118 0.0372
H 0.4971 -2.2721 1.9512
H 1.4456 -0.0058 1.4891
H 3.9687 1.1001 -5.6411
H -1.5373 4.4267 1.0222
H -3.7468 7.5540 4.2840
H 2.0203 -3.0218 -1.0660
H -0.9509 -7.2568 1.4912
H -2.5858 4.6981 -0.3830
H -3.5685 2.0662 0.4167
H -5.2912 5.3219 0.8898
H 5.9243 -2.6974 -1.8456
H 1.6382 -2.7805 3.6237
H -1.8983 6.7965 0.6920
H -5.1216 2.8065 0.8505
H -1.7077 -4.3062 1.3077
H -0.5917 1.9673 -4.1488
H -3.4552 -7.1172 2.9856
H -4.2379 3.4192 -0.5514
H 5.5520 -0.5936 -3.8890
H -4.4329 6.3790 5.4523
H -3.6431 -5.4319 2.4637
H 0.5476 -2.0939 4.8715
H -0.8224 -3.3114 0.1931
H 0.3353 -2.6203 -1.7071
H -0.5899 2.5834 -0.7379
H -2.9369 -6.6054 1.3472
H 0.8864 -5.2303 2.8919
H -2.5886 6.3342 2.2192
H -2.8661 6.0755 4.6774
H -1.3809 1.4532 0.5690
H 2.5596 0.7883 0.1777
H -0.2998 -7.3999 3.1343
H 0.5427 -4.6030 -2.9449
H 1.2177 -3.4226 -4.1994
H 2.4979 -5.8480 -2.6624
H 4.1908 2.1851 -4.0900
H -6.4097 6.1708 2.9375
H 0.2890 2.3462 0.8737
H 6.3749 0.6770 -5.0897
H -1.2408 -2.0444 2.2138
H 3.0618 -5.0223 -4.2835
H 1.3370 -6.3833 1.6719

Löwdin atomic charge list, values in e, 2 entries: number 1, I, carries 0.510; number 2, P, carries 0.551

---

2.
DFT (ωB97M-V/def2-TZVPD) results for a structure of composition C25H46P2Ti at a distorted geometry.

Summary:
- total energy (eV) = -68349.4253
- ⟨S²⟩ = 0.768
- M (g mol⁻¹) = 456.46
- charge = +1
- LUMO energy (spin up / spin down) (eV) = -3.469 / -4.976
- multiplicity = 2
- Kohn-Sham gap (spin up / spin down) (eV) = 4.7 / 2.6

Element x y z (Å)
Ti -0.1672 2.0844 -3.6805
P -1.8430 -0.2858 -1.7032
P 1.4466 -0.5485 -2.8322
C -0.9709 1.2580 1.3864
C -3.2791 0.9677 -2.0334
C -0.0107 -0.6012 -3.9905
C -1.0169 3.8426 -4.0941
C -0.1527 4.9000 -4.8035
C 2.6106 2.1997 0.8772
C 1.4902 1.2059 -2.0713
C -1.3913 -0.9112 -3.4805
C 1.3530 4.5872 -4.6886
C -2.4567 1.4682 1.3795
C 1.6386 3.1190 -4.7190
C 1.2270 -1.6041 -1.4412
C -0.9644 -1.3390 1.8684
C -2.9660 -1.6027 -1.1972
C -1.4843 2.1032 -6.1953
C 3.0687 -0.7391 -3.6180
C -0.2602 3.6413 0.7522
C -1.7123 2.6595 -4.8101
C -0.0143 2.2480 -6.5986
C 0.9882 2.0554 -5.3974
C 1.0865 0.1614 1.4238
C 1.3201 1.5819 1.2483
C 2.1707 -0.8063 1.7290
C 0.0557 2.2420 1.1894
C -0.3413 -0.0134 1.6091
H 0.0505 3.2024 -7.1103
H -1.4706 -1.9599 -3.2469
H -1.0408 -1.3906 2.9748
H 3.2638 2.1439 1.7513
H 3.1251 1.6917 0.0442
H 1.8658 -1.8386 1.5057
H 0.3033 -1.4176 -4.6278
H -2.6791 2.3516 0.7661
H -2.1563 2.5621 -6.9273
H 3.1053 -0.5903 1.1726
H 1.7858 4.9272 -3.7127
H 2.6454 2.8333 -4.3444
H 3.7953 -0.4311 -2.8949
H 1.9447 5.1627 -5.4600
H -3.8913 -1.5559 -1.7851
H -1.8462 1.0539 -6.1857
H 0.5357 -1.1223 -0.7705
H 1.4859 2.2008 -2.6671
H -0.6050 4.3961 1.4813
H -2.8094 1.6412 2.4039
H -2.9420 2.0264 -2.2128
H -0.3962 -2.2485 1.5417
H -2.1796 -0.7295 -4.1921
H -1.5746 4.1846 -3.2730
H -3.9104 0.9564 -1.1137
H 2.2188 -1.6665 -0.9337
H -2.5272 -2.5797 -1.3702
H 2.5730 1.2799 -1.8001
H -0.2809 5.8104 -4.1885
H -2.4985 2.1651 -4.1881
H -1.0114 3.5441 -0.0332
H 0.1655 1.4921 -7.3315
H 3.2630 -1.7783 -3.8508
H 0.6017 4.0778 0.2809
H 2.4239 -0.7603 2.8090
H -0.4624 5.0025 -5.8579
H -3.0100 0.6276 0.9211
H -0.0643 0.2724 -4.6850
H 1.6859 1.2478 -5.6325
H 2.4567 3.2403 0.5527
H -2.0037 -1.4125 1.4818
H -3.8850 0.5727 -2.9064
H 3.1373 -0.1310 -4.5158
H 0.8518 -2.6304 -1.6891
H -3.2491 -1.5511 -0.1518
H 0.8497 1.1198 -1.1059

Löwdin atomic charge list, values in e, 2 entries: number 1, Ti, carries 0.818; number 2, P, carries 0.929

---

3.
DFT (ωB97M-V/def2-TZVPD) results for the ion C25H47Br2N4O4 with charge +1 at a distorted geometry.

Summary:
- total energy (eV) = -180913.0904
- M (g mol⁻¹) = 627.48
- charge = +1
- LUMO energy (eV) = -2.414
- SMILES = [H]/N=C(\C)C[C@]1(C[C@@H]2CO2)O[C@](COCC)([C@@H](Br)[C@H](C)Br)[N+](CCC)=C(N[C@H](C)CCC)N1OCC
- Kohn-Sham gap (eV) = 10.0

Element x y z (Å)
Br 2.5141 -1.4592 4.1865
Br 2.3750 2.2692 1.4885
O -2.1025 -3.2572 -1.3165
O 0.5007 -0.8221 1.9374
O -0.7773 1.3563 1.1562
O 3.7664 -1.6967 0.8091
N -0.2620 0.1041 -1.8250
N 1.2884 0.1130 -0.1263
N -1.0087 0.1636 0.4085
N -4.0556 -1.2495 2.1737
C 2.3767 0.1772 -1.1162
C -1.5724 0.2510 -2.4838
C 2.3135 1.4468 -1.9874
C -3.3957 0.9464 3.0173
C -1.6755 1.6645 -3.0579
C 2.5604 0.3954 2.0228
C 2.3766 -1.8719 0.8615
C -0.8015 -0.9452 1.3429
C 4.5053 -2.9245 0.7853
C -2.8171 -3.8217 -0.0727
C -0.9439 2.5064 0.3337
C -3.1381 -0.4456 2.5200
C 2.3170 0.3579 3.5264
C -0.8991 -2.2671 0.5855
C -2.2115 -2.5082 -0.1629
C 1.6377 -0.5394 1.1752
C -3.3331 3.5788 -3.3575
C 5.2386 -3.1935 2.0947
C -1.7351 -1.0023 2.5719
C 0.0413 0.1015 -0.5529
C -3.1105 2.0628 -3.3801
C 3.2850 1.2541 4.2998
C -2.3247 2.6998 -0.2777
C -1.6761 -0.7951 -3.6001
C 2.3646 1.1796 -3.5007
H 2.8304 2.2211 4.4894
H 0.5036 0.0250 -2.4787
H -4.0904 3.8748 -4.0757
H -3.8986 0.8557 3.9806
H -4.9719 -0.8060 2.2312
H 3.2103 1.6694 -3.9691
H 3.5949 0.1633 1.8205
H 5.2262 -2.8156 -0.0218
H 4.2123 1.4058 3.7528
H 6.3118 -3.2116 1.9356
H -2.9187 -1.6876 -0.1800
H 5.0389 -2.3765 2.7842
H -1.2179 2.3882 -2.3811
H -3.8392 -3.9425 -0.3906
H 2.0234 -2.2638 -0.0981
H -2.0817 -0.3348 -4.4976
H 4.9279 -4.1209 2.5634
H -2.3196 -1.6220 -3.3335
H -2.4092 4.1116 -3.5675
H -2.3658 0.1301 -1.7553
H 3.3039 0.1794 -0.5594
H -2.8468 1.7589 -0.4206
H 1.3035 0.6912 3.7180
H -3.6929 3.8914 -2.3798
H -1.2122 -0.5273 3.3986
H -2.2256 3.2218 -1.2271
H 2.4142 0.1154 -3.7286
H -0.1064 -2.3613 -0.1550
H -3.7929 1.5976 -2.6669
H -0.7095 3.3253 1.0083
H 3.5343 0.8063 5.2542
H -2.2339 -4.7044 0.1315
H -0.6954 -1.1839 -3.8658
H -0.1694 2.5341 -0.4387
H -3.3952 1.6722 -4.3548
H -2.9330 3.3376 0.3549
H -1.8324 -2.0549 2.8165
H -2.4907 1.5153 3.1805
H 2.0808 -2.5888 1.6240
H 3.1538 2.0724 -1.7063
H 2.3762 -0.7283 -1.7264
H -0.8001 -3.0607 1.3169
H 1.4761 1.5663 -3.9981
H 3.8471 -3.7471 0.5095
H -1.1024 1.6917 -3.9875
H 1.4259 2.0192 -1.7319
H -4.0648 1.4677 2.3459

Löwdin atomic charge list, values in e, 2 entries: number 1, Br, carries 0.844; number 2, Br, carries 0.910